Molecular formula: C40H61N5O7SbV
Method: DFT, wB97M-V/def2-TZVPD

## Properties
**Total charge**: +1
**Multiplicity**: 2
**<S²>**: 0.762
**Gap between HOMO and LUMO (spin up / spin down)**: 5.729 / 6.094 eV

Last column: Löwdin charge in e.
Geometry (Å):
V -1.2447 0.4126 1.7013  1.065
O 0.0637 -1.0559 -1.1353  -0.060
C -0.2428 -2.2271 -1.0977  -0.192
C -1.2826 -2.8998 -0.2913  -0.081
C -1.5176 -4.2363 -0.5942  0.062
C -2.4370 -4.9682 0.1168  -0.122
C -3.1409 -4.4058 1.1643  0.041
C -2.9322 -3.0818 1.4795  0.035
C -2.0202 -2.3112 0.7668  -0.214
O -1.8425 -1.0291 1.1584  -0.185
N -2.6522 -6.3878 -0.2261  -0.343
O -2.0946 -6.8137 -1.2208  0.093
O -3.3707 -7.0359 0.5094  0.097
H 0.2751 -2.9176 -1.7891  0.126
H -0.9757 -4.7191 -1.3982  0.135
H -3.8388 -5.0177 1.7200  0.134
H -3.4645 -2.6131 2.2980  0.124
C 2.4433 -1.5639 3.9780  0.011
C 1.1534 -1.8799 3.2210  -0.536
C 0.6880 -3.3086 3.4690  0.012
O 1.2925 -1.6257 1.8353  -0.022
C 0.0994 -0.8949 3.7238  -0.467
O -0.4974 -1.0992 4.7426  0.151
O -0.0818 0.2202 2.9716  -0.163
H 3.2558 -2.1951 3.6081  0.097
H 2.3080 -1.7530 5.0445  0.103
H 2.7184 -0.5172 3.8352  0.097
H 1.5021 -4.0089 3.2693  0.099
H -0.1484 -3.5401 2.8050  0.083
H 0.3587 -3.4293 4.4991  0.097
H 2.0034 -2.1803 1.4921  0.098
C -3.5922 -0.1720 -3.2297  -0.033
C -3.5252 0.9069 -2.1558  -0.619
C -4.9030 1.1201 -1.5328  -0.032
C -2.9979 2.2169 -2.7528  -0.034
N -2.6235 0.3482 -1.1231  -0.027
N -2.3071 1.2530 -0.0660  0.007
H -4.3291 0.0874 -3.9904  0.093
H -3.8723 -1.1294 -2.7825  0.089
H -2.6194 -0.2902 -3.7209  0.085
H -5.6267 1.3982 -2.3010  0.095
H -4.8958 1.9231 -0.7881  0.074
H -5.2423 0.1995 -1.0517  0.093
H -3.4935 2.4237 -3.7028  0.094
H -1.9251 2.1478 -2.9451  0.076
H -3.1890 3.0706 -2.0955  0.079
H -1.7517 0.0657 -1.5398  0.080
H -3.1943 1.5163 0.3485  0.071
H -1.8803 2.0977 -0.4374  0.074
C -5.1779 4.5470 3.1623  -0.069
C -4.1566 4.4379 2.1981  -0.066
C -3.4190 3.2920 2.0929  -0.071
C -3.6363 2.1688 2.9388  -0.163
C -2.8992 0.9399 2.8721  -0.110
C -3.2325 -0.0726 3.7376  -0.105
C -4.2557 0.0559 4.6989  -0.052
C -4.9570 1.2188 4.7863  -0.019
C -4.6736 2.2938 3.9082  -0.158
C -5.4221 3.4935 3.9934  -0.025
H -5.7631 5.4547 3.2324  0.109
H -3.9645 5.2646 1.5245  0.108
H -2.6410 3.2551 1.3475  0.067
H -2.6905 -1.0075 3.7238  0.079
H -4.4736 -0.7748 5.3591  0.114
H -5.7450 1.3406 5.5206  0.120
H -6.2106 3.5538 4.7359  0.119
N 0.1886 4.1837 2.9994  0.108
C 0.3097 4.5426 1.6755  -0.049
C -0.1227 3.4714 0.9689  -0.116
N -0.5022 2.4638 1.8393  -0.042
C -0.3030 2.9404 3.0589  -0.141
H 0.4120 4.7591 3.7913  0.168
H 0.6943 5.4952 1.3533  0.127
H -0.1840 3.3809 -0.1028  0.110
H -0.5073 2.4222 3.9809  0.152
C 5.7361 1.5406 -2.0509  -0.105
C 4.6992 1.1445 -1.0049  -0.711
C 4.0015 2.3886 -0.4628  -0.153
C 5.3620 0.3931 0.1458  -0.143
Sb 3.0283 -0.2190 -1.6731  1.616
C 2.2222 0.6595 -3.5880  -0.699
C 3.2968 1.0043 -4.6124  -0.103
C 1.4858 1.9053 -3.1141  -0.151
C 1.2071 -0.3038 -4.2025  -0.125
C 4.0949 -2.1012 -2.2836  -0.709
C 4.0597 -2.9824 -1.0347  -0.151
C 5.5361 -1.8725 -2.7330  -0.119
C 3.3285 -2.7797 -3.4157  -0.130
H 6.4813 2.2086 -1.5949  0.090
H 5.2860 2.0848 -2.8813  0.054
H 6.2647 0.6756 -2.4519  0.060
H 4.7266 3.0162 0.0754  0.087
H 3.1969 2.1255 0.2339  0.058
H 3.5778 2.9964 -1.2658  0.056
H 6.0483 1.0603 0.6860  0.089
H 5.9468 -0.4587 -0.2055  0.057
H 4.6191 0.0274 0.8627  0.060
H 4.0141 1.7262 -4.2249  0.051
H 2.8310 1.4500 -5.5040  0.090
H 3.8435 0.1148 -4.9357  0.072
H 2.1704 2.6487 -2.6985  0.055
H 0.7635 1.6233 -2.3387  0.046
H 0.9458 2.3748 -3.9485  0.088
H 1.6814 -1.1998 -4.6024  0.053
H 0.6906 0.1958 -5.0351  0.090
H 0.4544 -0.6043 -3.4723  0.046
H 4.5088 -2.4803 -0.1699  0.061
H 4.6239 -3.9083 -1.2111  0.089
H 3.0291 -3.2703 -0.7881  0.060
H 6.1580 -1.4608 -1.9371  0.055
H 5.5884 -1.2083 -3.5985  0.073
H 5.9816 -2.8354 -3.0227  0.090
H 2.2757 -2.9457 -3.1628  0.061
H 3.7790 -3.7592 -3.6281  0.093
H 3.3794 -2.1957 -4.3368  0.062

=====

Molecular formula: C28H33GeO7PSTi
Method: DFT, wB97M-V/def2-TZVPD

## Properties
**Gap between HOMO and LUMO (spin up / spin down)**: 7.637 / 7.638 eV

Last column: Löwdin charge in e.
Geometry (Å):
Ti 0.2287 0.0571 -0.4293  0.919
O 2.0388 -0.3240 -1.3838  -0.414
S 1.8665 -1.8163 -1.5456  0.515
O 2.1441 -2.3431 -2.8360  -0.236
O 0.4928 -2.0341 -1.0113  -0.422
C 3.0129 -2.4780 -0.3717  -0.259
C 4.1039 -3.1662 -0.8713  -0.038
C 5.1112 -3.5720 -0.0050  -0.052
C 5.0278 -3.2605 1.3398  -0.052
C 3.9237 -2.5742 1.8333  -0.078
C 2.8853 -2.1898 0.9934  -0.298
P 1.3867 -1.3860 1.6827  1.109
C 2.0055 -0.4733 3.1178  -0.367
C 2.7248 0.6945 2.8630  -0.088
C 3.1909 1.4705 3.9106  -0.068
C 2.9292 1.0943 5.2217  -0.074
C 2.2000 -0.0562 5.4801  -0.070
C 1.7370 -0.8404 4.4324  -0.072
C 0.4132 -2.7821 2.3039  -0.346
C 0.9943 -3.8836 2.9336  -0.084
C 0.2021 -4.9209 3.3940  -0.074
C -1.1768 -4.8692 3.2244  -0.074
C -1.7589 -3.7803 2.5982  -0.060
C -0.9674 -2.7364 2.1360  -0.068
H 4.1653 -3.3671 -1.9318  0.117
H 5.9640 -4.1145 -0.3898  0.112
H 5.8201 -3.5507 2.0174  0.112
H 3.8734 -2.3301 2.8874  0.111
H 2.9183 1.0109 1.8427  0.113
H 3.7434 2.3766 3.7012  0.109
H 3.2831 1.7059 6.0412  0.106
H 1.9805 -0.3448 6.4996  0.107
H 1.1529 -1.7267 4.6440  0.104
H 2.0682 -3.9403 3.0614  0.099
H 0.6605 -5.7715 3.8812  0.105
H -1.7949 -5.6833 3.5801  0.106
H -2.8313 -3.7345 2.4632  0.110
H -1.4337 -1.8847 1.6585  0.086
O -1.5730 0.7155 2.5069  0.144
C -1.3268 0.9568 1.3618  -0.533
O -1.5462 0.1636 0.2998  -0.169
C -0.5253 2.2387 0.9274  -0.487
O -0.6345 3.3127 1.4222  0.165
O 0.3566 1.9123 -0.0512  -0.152
C -3.9833 4.2392 -5.1482  -0.119
C -3.6037 3.5946 -3.8229  -0.281
C -2.5743 2.4813 -3.9870  -0.309
C -2.1892 1.8346 -2.6569  -0.353
Ge -0.8572 0.3932 -2.7974  0.931
C -1.7093 -1.2852 -3.3697  -0.344
C -2.5211 -1.1969 -4.6627  -0.300
C -1.7197 -0.7470 -5.8777  -0.296
C -2.5432 -0.7872 -7.1571  -0.114
H -4.7155 5.0369 -5.0169  0.067
H -4.4129 3.5054 -5.8340  0.069
H -3.1083 4.6706 -5.6391  0.071
H -4.4952 3.1872 -3.3359  0.109
H -3.2069 4.3508 -3.1387  0.110
H -1.6800 2.8878 -4.4722  0.110
H -2.9717 1.7326 -4.6811  0.088
H -3.0745 1.4269 -2.1593  0.075
H -1.7901 2.6045 -1.9899  0.061
H 0.2640 0.8342 -3.7658  -0.022
H -2.3620 -1.5972 -2.5491  0.069
H -0.9402 -2.0568 -3.4524  0.057
H -3.3702 -0.5186 -4.5222  0.099
H -2.9629 -2.1766 -4.8769  0.110
H -0.8318 -1.3792 -5.9793  0.114
H -1.3423 0.2683 -5.7201  0.078
H -2.8998 -1.7985 -7.3640  0.071
H -1.9691 -0.4540 -8.0223  0.068
H -3.4217 -0.1425 -7.0751  0.070

=====

Molecular formula: C11H18N2O2
Method: DFT, wB97M-V/def2-TZVPD

## Properties
**Gap between HOMO and LUMO**: 9.551 eV
**SMILES**: CN(C)CC#CCOCCOCCC#N

Last column: Löwdin charge in e.
Geometry (Å):
C -3.9203 -1.6118 0.6200  -0.107
N -2.8754 -1.8796 -0.3456  -0.276
C -1.7210 -2.4963 0.2711  -0.111
C -2.5209 -0.6961 -1.1171  -0.213
C -1.9422 0.3823 -0.3256  -0.010
C -1.4667 1.1844 0.4292  0.012
C -0.8623 2.2227 1.2515  -0.208
O -0.1808 3.2249 0.5172  -0.131
C 1.1069 2.8941 0.0698  -0.185
C 1.1473 1.9228 -1.1252  -0.176
O 1.1393 0.5566 -0.7812  -0.162
C 2.3730 0.0417 -0.3437  -0.220
C 2.1920 -1.4701 -0.1729  -0.146
C 3.3922 -2.0850 0.3277  -0.241
N 4.3515 -2.5609 0.7269  0.152
H -4.7857 -1.1977 0.1042  0.085
H -4.2131 -2.5504 1.0894  0.083
H -3.6086 -0.9066 1.4053  0.084
H -2.0303 -3.4277 0.7446  0.084
H -0.9865 -2.7258 -0.5002  0.080
H -1.2493 -1.8546 1.0314  0.080
H -3.4264 -0.3348 -1.6163  0.122
H -1.7985 -0.9951 -1.8842  0.123
H -0.1802 1.7556 1.9818  0.131
H -1.6502 2.7574 1.7953  0.131
H 1.5427 3.8478 -0.2396  0.129
H 1.7059 2.4870 0.8990  0.121
H 0.2484 2.0746 -1.7272  0.132
H 2.0345 2.1455 -1.7358  0.125
H 2.6839 0.4868 0.6137  0.127
H 3.1613 0.2516 -1.0848  0.134
H 1.9309 -1.9167 -1.1355  0.131
H 1.3713 -1.6548 0.5251  0.119

=====

Calculated values (kcal per mole) of energy above the lowest of the compared OMol25 structures with the same formula, charge and spin for the records, taken in order: 13.9; 15.5; 129.1.